Here is a molecular structure, C29H39GeN4O4SeW in a non-equilibrium geometry from OMol25. Energies are from ωB97M-V with the def2-TZVPD basis set.

ORCA input file:
```
! wB97M-V def2-TZVPD RIJCOSX def2/J DEFGRID3
* xyz -1 1
W -0.477 0.355 1.067
C 1.746 -1.171 -1.536
C 1.090 -2.347 -0.847
N 0.038 -1.971 0.124
C -1.211 -2.624 -0.253
C -1.844 -1.842 -1.381
N -2.078 -0.514 -0.872
C -2.608 0.447 -1.846
C -1.511 1.160 -2.629
C -0.889 2.323 -1.871
N -0.045 1.931 -0.726
C 1.356 2.377 -0.801
C 2.138 1.789 0.362
N 1.887 0.356 0.393
C 2.643 -0.430 -0.573
H 0.958 -0.497 -1.887
H 2.326 -1.502 -2.403
H 1.856 -2.948 -0.345
H 0.631 -2.997 -1.596
H 0.290 -2.221 1.074
H -1.857 -2.615 0.621
H -1.073 -3.673 -0.547
H -2.760 -2.342 -1.728
H -1.170 -1.779 -2.243
H -2.742 -0.578 -0.104
H -3.187 1.182 -1.285
H -3.297 -0.055 -2.539
H -1.936 1.550 -3.559
H -0.732 0.443 -2.912
H -1.689 2.963 -1.488
H -0.293 2.937 -2.555
H -0.443 2.481 0.058
H 1.418 3.471 -0.789
H 1.782 2.030 -1.750
H 1.767 2.194 1.301
H 3.201 2.061 0.290
H 2.010 0.004 1.341
H 3.244 -1.157 -0.015
H 3.348 0.210 -1.114
C 0.419 -0.205 2.518
Ge -1.187 -1.143 3.283
C -1.049 -0.895 5.226
C -1.766 -1.705 6.109
C -1.644 -1.550 7.486
C -0.799 -0.574 8.003
C -0.080 0.241 7.137
C -0.204 0.077 5.761
C -0.752 -3.115 3.138
C -1.701 -4.146 3.197
C -1.338 -5.488 3.101
C -0.003 -5.843 2.953
C 0.963 -4.844 2.918
C 0.590 -3.505 3.011
C -3.164 -1.161 3.080
C -3.937 -0.301 3.866
C -5.310 -0.177 3.672
C -5.956 -0.923 2.698
C -5.216 -1.803 1.920
C -3.841 -1.909 2.111
H -2.437 -2.467 5.722
H -2.211 -2.187 8.155
H -0.705 -0.448 9.076
H 0.574 1.009 7.533
H 0.348 0.720 5.084
H -2.750 -3.906 3.325
H -2.101 -6.256 3.146
H 0.283 -6.885 2.879
H 2.011 -5.108 2.826
H 1.354 -2.731 2.994
H -3.456 0.308 4.621
H -5.870 0.529 4.274
H -7.023 -0.817 2.543
H -5.705 -2.403 1.160
H -3.301 -2.611 1.489
O -3.745 3.200 2.392
Se -2.311 2.447 2.258
O -1.703 1.880 3.667
O -2.445 1.066 1.191
O -1.099 3.215 1.418
*
```

**E_HOMO (alpha / beta)**: -3.20 / -3.20 eV
**F_max**: 2.79 eV/Å
**Frontier orbital gap (alpha / beta)**: 5.621 / 5.624 eV
**ΔE to the lowest compared entry with this formula, charge and spin**: 59.37 kcal per mole